The following is a quantum chemistry calculation of an isolated molecule of C7H16BNO at a distorted geometry, from the OMol25 dataset.

Each atom is followed by the atoms it is bonded to, with distances in Å.
Cartesian coordinates (Å):
1 B 2.46 -1.12 0.44  C2 1.566, H11 1.193, H12 1.193
2 C 2.61 0.07 -0.57  B1 1.566, C3 1.540, H13 1.088, H14 1.082
3 C 1.83 1.32 -0.16  C2 1.540, C4 1.530, H15 1.084, H16 1.079
4 C 0.36 1.30 -0.59  C3 1.530, C5 1.539, H17 1.080, H18 1.078
5 C -0.57 1.02 0.60  C4 1.539, N6 1.460, H19 1.093, H20 1.081
6 N -1.73 0.21 0.25  C5 1.460, C7 1.501, C8 1.430
7 C -2.65 0.17 1.44  N6 1.501, H21 1.081, H22 1.081, H23 1.075
8 C -1.35 -1.14 -0.06  N6 1.430, C9 1.503, O10 1.168
9 C -1.42 -1.56 -1.50  C8 1.503, H24 1.073, H25 1.081, H26 1.080
10 O -1.02 -1.91 0.75  C8 1.168
11 H 2.07 -2.20 0.12  B1 1.193
12 H 2.78 -0.98 1.58  B1 1.193
13 H 3.66 0.35 -0.58  C2 1.088
14 H 2.35 -0.24 -1.58  C2 1.082
15 H 2.30 2.17 -0.63  C3 1.084
16 H 1.92 1.50 0.90  C3 1.079
17 H 0.17 0.57 -1.37  C4 1.080
18 H 0.12 2.27 -0.99  C4 1.078
19 H 0.00 0.62 1.44  C5 1.093
20 H -0.95 1.97 0.92  C5 1.081
21 H -2.08 0.31 2.34  C7 1.081
22 H -3.34 1.01 1.34  C7 1.081
23 H -3.17 -0.77 1.46  C7 1.075
24 H -1.62 -2.61 -1.55  C9 1.073
25 H -0.50 -1.31 -2.00  C9 1.081
26 H -2.23 -1.05 -1.99  C9 1.080

Energy relative to the best compared isomer or geometry (same formula, charge and spin)   1.180 eV
HOMO   -9.2 eV
Structure (SMILES)   BCCCCN(C)C(C)=O
2S+1   1
Net charge   0

Here are the Mulliken charges for atoms 1 to 4, given in e: 0.14 -0.75 -0.76 -0.48

The following is a quantum chemistry calculation of a cluster of 6 separate species, C7H16Cl10O2 in total, from the OMol25 dataset.

Each atom is followed by the atoms it is bonded to, with distances in Å.
Cartesian coordinates (Å):
1 Cl 1.16 -3.29 -2.11  C2 1.776
2 C -0.41 -3.84 -1.50  Cl1 1.776, Cl3 1.762, H4 1.081, H5 1.080
3 Cl -1.50 -2.49 -1.18  C2 1.762
4 H -0.87 -4.44 -2.27  C2 1.081
5 H -0.25 -4.39 -0.59  C2 1.080
6 Cl -3.75 -0.20 0.91  C7 1.761
7 C -2.37 0.82 1.32  Cl6 1.761, Cl8 1.754, H9 1.082, H10 1.082
8 Cl -2.81 2.51 1.41  C7 1.754
9 H -1.97 0.50 2.28  C7 1.082
10 H -1.61 0.71 0.55  C7 1.082
11 Cl 1.06 -0.96 0.96  C12 1.771
12 C 1.24 -0.12 -0.59  Cl11 1.771, Cl13 1.777, H14 1.080, H15 1.081
13 Cl 1.41 1.63 -0.37  C12 1.777
14 H 2.15 -0.47 -1.06  C12 1.080
15 H 0.36 -0.31 -1.18  C12 1.081
16 Cl 4.35 0.39 1.21  C17 1.767
17 C 4.74 -1.29 1.61  Cl16 1.767, Cl18 1.763, H19 1.082, H20 1.082
18 Cl 5.42 -1.45 3.23  C17 1.763
19 H 3.84 -1.89 1.51  C17 1.082
20 H 5.50 -1.62 0.92  C17 1.082
21 Cl 2.41 -1.14 5.06  C22 1.748
22 C 1.11 -1.93 4.20  Cl21 1.748, Cl23 1.764, H24 1.083, H25 1.083
23 Cl 0.25 -3.10 5.19  C22 1.764
24 H 0.39 -1.19 3.87  C22 1.083
25 H 1.51 -2.45 3.34  C22 1.083
26 O -3.32 1.97 -3.37  C27 1.434, H30 0.960
27 C -2.16 2.17 -2.55  O26 1.434, C28 1.517, H31 1.094, H32 1.094
28 C -2.02 3.61 -2.07  C27 1.517, O29 1.440, H33 1.086, H34 1.094
29 O -1.09 4.37 -2.86  C28 1.440, H35 0.961
30 H -3.06 2.06 -4.29  O26 0.960
31 H -2.24 1.50 -1.69  C27 1.094
32 H -1.25 1.91 -3.09  C27 1.094
33 H -1.65 3.65 -1.05  C28 1.086
34 H -3.00 4.09 -2.11  C28 1.094
35 H -1.55 4.69 -3.65  O29 0.961

Energy relative to the best compared isomer or geometry (same formula, charge and spin)   0.000 eV
HOMO   -10.1 eV
Structure (SMILES)   ClCCl.ClCCl.ClCCl.ClCCl.ClCCl.OCCO
2S+1   1
Net charge   0

Here are the Mulliken charges for atoms 1 to 4, given in e: -0.15 -0.34 -0.08 0.32

> What is the formula in the second record?

C7H16Cl10O2